1.
Formula: C26H26N3O2Re
Source: OMol25
Level of theory: wB97M-V/def2-TZVPD

XYZ file:
```
58
Properties=species:S:1:pos:R:3:mulliken_charge:R:1
Re -0.665 -0.368 1.247 1.3749
C -3.434 -0.996 2.702 -0.8605
O -2.631 -0.148 1.812 -0.5504
C -3.296 0.942 1.168 1.0912
C -4.628 1.229 1.320 -0.7037
C -5.128 2.341 0.643 -0.7719
C -4.300 3.132 -0.142 -0.8686
C -2.948 2.834 -0.264 -0.4160
C -2.452 1.723 0.392 0.4976
N -1.077 1.301 0.392 0.3142
N -0.232 2.135 -0.160 -0.6036
C 1.066 2.093 0.082 0.1812
C 1.723 1.238 1.051 1.0981
O 1.084 0.204 1.650 -0.7255
C 3.025 1.465 1.423 -0.7755
C 3.755 2.488 0.819 -0.5585
C 3.217 3.308 -0.182 0.6450
C 4.002 4.318 -0.781 -0.8630
C 3.464 5.118 -1.760 -0.6664
C 2.138 4.923 -2.156 -0.6887
C 1.346 3.940 -1.576 -0.4810
C 1.868 3.124 -0.580 0.6227
H -3.776 -0.397 3.541 0.3585
H -2.773 -1.788 3.036 0.2980
H -4.264 -1.401 2.129 0.3728
H -5.283 0.637 1.943 0.5032
H -6.175 2.589 0.747 0.4599
H -4.705 3.995 -0.652 0.4535
H -2.287 3.454 -0.851 0.4988
H 3.462 0.851 2.199 0.5413
H 4.779 2.655 1.133 0.4697
H 5.026 4.452 -0.457 0.4531
H 4.060 5.893 -2.222 0.4480
H 1.717 5.551 -2.930 0.4445
H 0.326 3.805 -1.905 0.4589
C 2.349 -4.993 -0.386 -0.8888
N 2.231 -3.689 0.349 -0.0555
C 2.718 -2.554 -0.495 -0.7200
C 0.853 -3.443 0.941 -1.4101
C -0.192 -3.052 -0.075 0.7891
C -0.747 -4.028 -0.880 -0.3106
C -1.692 -3.710 -1.861 -0.8848
C -2.097 -2.402 -2.052 -1.0154
C -1.579 -1.403 -1.237 -0.7503
C -0.650 -1.708 -0.222 0.5868
H 3.396 -5.145 -0.640 0.3603
H 1.759 -4.938 -1.296 0.4551
H 2.003 -5.798 0.257 0.3671
H 2.861 -3.755 1.150 0.3502
H 2.115 -2.508 -1.397 0.3811
H 3.757 -2.742 -0.753 0.4167
H 2.631 -1.630 0.071 0.2060
H 1.004 -2.670 1.698 0.5459
H 0.574 -4.365 1.450 0.4337
H -0.468 -5.067 -0.748 0.6556
H -2.106 -4.500 -2.475 0.4470
H -2.814 -2.157 -2.825 0.4766
H -1.914 -0.384 -1.385 0.5127
```

For the relative energy (zero: lowest compared OMol25 entry of this formula, charge and spin), the calculation gives 0.0 kJ/mol. The calculation puts the HOMO-LUMO gap (spin up / spin down) at 5.69 / 5.54 eV. The spin multiplicity is 2. The net charge is +3. The energy is -1398.3116 hartree.

2.
Formula: C26H26N4O3S
Source: OMol25
Level of theory: wB97M-V/def2-TZVPD

XYZ file:
```
60
Properties=species:S:1:pos:R:3:mulliken_charge:R:1
C -4.555 -1.227 3.214 -1.7728
H -5.473 -1.235 3.796 0.4175
H -4.133 -2.230 3.226 0.3615
C -4.840 -0.783 1.783 1.1083
C -5.841 -1.713 1.096 -1.0352
C -6.069 -1.264 -0.346 -0.3893
C -4.738 -1.245 -1.094 -1.1147
N -3.760 -0.410 -0.426 0.3900
S -3.905 1.239 -0.706 1.4813
O -4.279 1.404 -2.079 -0.7591
O -4.691 1.913 0.291 -0.7098
C -2.189 1.711 -0.498 -0.2226
C -1.245 1.046 -1.256 -0.6239
C 0.095 1.342 -1.089 -0.5754
C 0.480 2.315 -0.167 0.4083
C -0.487 3.010 0.552 -0.8440
C -1.828 2.699 0.397 -0.3437
H -2.600 3.203 0.957 0.5286
H -0.171 3.782 1.238 0.4694
C 1.924 2.645 0.073 0.4298
O 2.305 3.773 0.309 -0.6818
N 2.702 1.530 0.021 -0.1438
C 4.066 1.388 0.183 0.3123
C 4.913 2.482 0.356 -0.4168
C 6.274 2.303 0.500 -0.6051
C 6.818 1.027 0.474 -0.8318
C 5.992 -0.066 0.307 -0.7133
C 4.611 0.081 0.161 0.6215
C 3.760 -1.083 -0.004 0.1897
N 2.457 -1.042 -0.188 -0.3052
C 2.025 -2.333 -0.286 0.1174
C 0.746 -2.844 -0.477 -0.6630
C 0.616 -4.215 -0.534 -0.6466
C 1.717 -5.066 -0.407 -0.4102
C 2.994 -4.576 -0.215 -1.0951
C 3.135 -3.200 -0.156 0.5315
N 4.216 -2.376 0.020 -0.0658
H 5.167 -2.676 0.151 0.2307
H 3.843 -5.236 -0.116 0.3837
H 1.564 -6.133 -0.459 0.3770
H -0.361 -4.651 -0.682 0.4095
H -0.101 -2.183 -0.573 0.7010
H 6.437 -1.050 0.286 0.2819
H 7.882 0.885 0.584 0.4052
H 6.915 3.161 0.632 0.4160
H 4.483 3.469 0.375 0.5273
H 2.233 0.618 -0.104 0.5680
H 0.834 0.827 -1.684 0.6417
H -1.577 0.302 -1.963 0.4499
C -3.545 -0.749 0.964 -1.4966
H -2.855 -0.006 1.371 0.4417
H -3.056 -1.730 0.996 0.4214
H -4.859 -0.836 -2.098 0.4693
H -4.321 -2.256 -1.164 0.3538
H -6.486 -0.255 -0.354 0.2790
H -6.766 -1.934 -0.852 0.4051
H -6.785 -1.710 1.644 0.4097
H -5.451 -2.735 1.102 0.2718
H -5.252 0.231 1.792 0.2359
H -3.850 -0.551 3.691 0.4188
```

For the relative energy (zero: lowest compared OMol25 entry of this formula, charge and spin), the calculation gives 51.5 kJ/mol. The calculation puts the HOMO-LUMO gap at 8.26 eV. The SMILES is C[C@@H]1CCCN(S(=O)(=O)c2ccc(C(=O)Nc3ccccc3-c3nc4ccccc4[nH]3)cc2)C1. The spin multiplicity is 1. The energy is -1849.3699 hartree.

3.
Formula: C26H26NO2
Source: OMol25
Level of theory: wB97M-V/def2-TZVPD

XYZ file:
```
55
Properties=species:S:1:pos:R:3:mulliken_charge:R:1
C -6.234 2.623 3.975 -0.7681
O -6.146 1.169 3.965 -0.4461
C -4.960 0.498 3.922 0.7005
C -4.995 -0.917 3.797 -0.9705
C -3.794 -1.576 3.574 -0.5075
C -2.553 -0.923 3.343 -0.5209
C -1.358 -1.749 2.940 1.4652
C -0.128 -1.089 3.170 -1.0563
C 1.076 -1.576 3.645 -0.5780
C 2.307 -0.838 3.844 0.4000
C 3.550 -1.542 3.910 -0.4734
C 4.775 -0.904 3.976 -0.8349
C 4.783 0.525 3.996 0.9134
O 5.988 1.152 3.978 -0.4464
C 6.086 2.591 3.985 -0.7881
C 3.570 1.260 3.997 -0.3961
C 2.379 0.566 3.919 -0.6197
C -2.575 0.458 3.683 -0.3406
C -3.737 1.197 3.903 -0.7991
H -7.303 2.880 3.973 0.2220
H -5.745 2.998 4.881 0.3243
H -5.738 3.034 3.089 0.3406
H -5.966 -1.388 3.817 0.4539
H -3.876 -2.662 3.554 0.3777
H -1.364 -2.705 3.673 0.4262
H -0.094 0.038 3.000 0.1080
H 1.121 -2.647 3.842 0.4013
H 3.597 -2.628 3.908 0.3262
H 5.764 -1.394 3.995 0.4040
H 7.155 2.828 3.978 0.2271
H 5.593 2.991 3.095 0.3432
H 5.609 2.994 4.883 0.3334
H 3.577 2.360 4.036 0.3588
H 1.445 1.107 3.939 0.4637
H -1.651 1.012 3.764 0.4541
H -3.695 2.272 4.023 0.4283
C -2.877 -4.845 1.626 -1.5702
C -2.507 -3.550 1.133 0.0734
C -1.485 -2.546 1.581 0.9854
C -1.351 -1.672 0.341 -0.0406
C -2.440 -1.965 -0.524 -0.0420
N -3.076 -3.090 0.004 0.1326
C -2.703 -1.292 -1.720 -0.8233
C -1.804 -0.342 -2.115 -0.5360
C -0.682 -0.047 -1.308 -0.7444
C -0.461 -0.742 -0.107 -0.0115
H -2.183 -5.195 2.387 0.3597
H -3.864 -4.723 2.065 0.3798
H -2.950 -5.611 0.835 0.4717
H -0.482 -3.156 1.735 0.4656
H -3.893 -3.522 -0.416 0.3046
H -3.614 -1.551 -2.286 0.3893
H -1.948 0.210 -3.038 0.4007
H -0.006 0.741 -1.615 0.4377
H 0.434 -0.522 0.530 0.4412
```

For the relative energy (zero: lowest compared OMol25 entry of this formula, charge and spin), the calculation gives 148.8 kJ/mol. The calculation puts the HOMO-LUMO gap at 5.84 eV. The SMILES is COc1ccc(/C=C/[C@@H](c2ccc(OC)cc2)[C@H]2C(C)=[NH+]c3ccccc32)cc1. The spin multiplicity is 1. The net charge is +1. The energy is -1211.2700 hartree.

4.
Formula: C26H27AsMnN8O8S3
Source: OMol25
Level of theory: wB97M-V/def2-TZVPD

XYZ file:
```
74
Properties=species:S:1:pos:R:3:mulliken_charge:R:1
Mn -0.400 -0.148 -0.117 0.4459
C 2.511 -0.290 -4.997 -0.7222
C 1.216 0.451 -5.337 -0.5106
N 0.678 1.282 -4.269 -0.2158
C 0.203 0.746 -3.092 0.4750
S -0.227 1.885 -1.866 -0.5371
N 0.074 -0.561 -3.037 -0.9861
N -0.532 -1.030 -1.938 0.5634
C -0.537 -2.321 -1.763 1.0375
C 0.348 -3.241 -2.543 -1.4707
C -1.453 -2.809 -0.747 0.1206
C -1.775 -4.159 -0.592 -0.6511
C -2.710 -4.525 0.352 -0.3823
C -3.333 -3.546 1.113 -0.9065
C -2.949 -2.228 0.910 -0.0546
N -2.036 -1.870 0.028 0.2192
H 2.877 -0.843 -5.867 0.3627
H 2.319 -0.984 -4.184 -0.0103
H 3.281 0.411 -4.667 0.2779
H 0.443 -0.271 -5.610 0.2551
H 1.386 1.114 -6.190 0.3871
H 1.147 2.158 -4.119 0.2727
H 1.185 -2.671 -2.938 0.0766
H -0.184 -3.701 -3.381 0.3070
H 0.729 -4.025 -1.886 0.4351
H -1.273 -4.899 -1.200 0.3772
H -2.953 -5.570 0.505 0.3813
H -4.080 -3.796 1.854 0.4000
H -3.398 -1.419 1.481 0.3543
O 3.288 0.512 1.813 -0.6576
As 3.234 -0.266 0.185 0.7495
O 4.538 0.246 -0.664 -0.9055
O 1.799 0.232 -0.462 -0.1161
C 3.737 -2.090 0.762 -0.1215
C 5.105 -2.316 0.617 -0.6017
C 5.682 -3.498 1.048 -0.5325
C 4.892 -4.493 1.612 -0.5027
C 3.531 -4.288 1.744 -0.8986
C 2.958 -3.088 1.333 0.3376
S 1.225 -2.900 1.728 0.9781
O 1.217 -2.556 3.141 -0.8030
O 0.619 -4.186 1.420 -0.7861
O 0.774 -1.816 0.854 0.4796
H 2.503 1.080 1.815 0.3166
H 5.694 -1.531 0.155 0.5406
H 6.750 -3.645 0.935 0.3546
H 5.341 -5.421 1.946 0.3478
H 2.875 -5.044 2.158 0.4470
N -2.049 7.705 0.764 -0.6433
C -2.487 6.367 0.725 1.2209
C -2.083 5.525 -0.309 -0.8666
C -2.531 4.216 -0.360 -0.3536
C -3.389 3.748 0.622 -0.6733
C -3.805 4.573 1.649 -0.1844
C -3.361 5.884 1.699 -0.7024
S -3.837 2.017 0.568 1.4502
O -4.741 1.722 1.661 -0.7449
O -4.374 1.787 -0.750 -0.8519
N -2.419 1.222 0.671 -0.5118
C -1.729 1.320 1.823 0.4141
N -0.589 0.553 1.834 0.3319
C 0.095 0.456 2.963 0.0038
C -0.261 1.168 4.098 -1.3574
C -1.354 2.007 3.970 -0.2442
N -2.086 2.094 2.873 -0.4793
H -1.185 7.849 0.264 0.2313
H -1.998 8.085 1.696 0.2186
H -1.391 5.887 -1.061 0.2805
H -2.196 3.542 -1.141 0.4779
H -4.457 4.163 2.409 0.4493
H -3.664 6.538 2.511 0.2518
H 0.939 -0.223 2.970 0.5795
H 0.299 1.077 5.017 0.4070
H -1.669 2.646 4.793 0.3686
```

For the relative energy (zero: lowest compared OMol25 entry of this formula, charge and spin), the calculation gives 105.9 kJ/mol. The calculation puts the HOMO-LUMO gap (spin up / spin down) at 6.57 / 6.67 eV. The spin multiplicity is 6. The net charge is -2. The energy is -6628.4869 hartree.

5.
Formula: C26H27B2F4N6O6SeY
Source: OMol25
Level of theory: wB97M-V/def2-TZVPD

XYZ file:
```
73
Properties=species:S:1:pos:R:3:mulliken_charge:R:1
Y 0.309 0.167 0.118 -0.1819
C 1.585 0.742 -4.453 -1.9397
C 1.207 0.916 -3.021 0.6292
N 0.418 0.142 -2.379 1.1007
O -0.066 -0.941 -3.053 -0.8564
B -1.571 -1.006 -3.032 1.0221
F -2.070 0.147 -3.641 -0.4180
F -1.904 -2.174 -3.673 -0.3661
O -2.137 -1.118 -1.641 -0.8536
N -1.893 0.004 -0.887 1.1404
C -2.761 0.937 -0.877 0.1390
C -4.080 0.886 -1.571 -2.2064
C -2.313 2.181 -0.180 0.4219
N -1.052 2.267 0.020 1.1930
O -0.633 3.414 0.610 -0.6190
B 0.532 4.041 -0.101 0.5997
F 0.107 4.376 -1.396 -0.3872
F 0.927 5.117 0.645 -0.3313
O 1.734 3.132 -0.214 -0.6635
N 1.486 2.025 -0.988 1.2767
C 1.684 2.105 -2.246 0.3378
C 2.259 3.283 -2.953 -2.1529
C -3.249 3.290 0.167 -1.6403
H 1.030 -0.085 -4.884 0.3907
H 1.375 1.655 -5.011 0.4268
H 2.656 0.545 -4.535 0.3657
H -4.184 -0.059 -2.094 0.3589
H -4.890 0.998 -0.848 0.5318
H -4.152 1.701 -2.292 0.3208
H 2.664 3.983 -2.228 0.3666
H 3.035 2.964 -3.650 0.5630
H 1.476 3.793 -3.514 0.3326
H -4.287 3.023 -0.012 0.4446
H -3.108 3.567 1.212 0.2889
H -2.990 4.175 -0.418 0.3161
C -3.516 0.996 3.692 -1.6537
C -2.208 0.371 3.305 1.2204
O -1.354 1.230 2.928 -0.4939
C -2.017 -1.042 3.400 0.3738
C -2.729 -1.738 4.411 -0.8827
C -2.599 -3.085 4.581 -0.8849
C -1.774 -3.807 3.694 -0.5068
C -1.124 -3.181 2.670 -0.9322
C -1.235 -1.779 2.462 0.3531
O -0.705 -1.247 1.425 0.8365
H -3.631 1.932 3.150 0.2997
H -3.489 1.239 4.758 0.4089
H -4.357 0.334 3.502 0.4263
H -3.350 -1.174 5.094 0.4135
H -3.117 -3.592 5.383 0.3940
H -1.666 -4.878 3.818 0.4357
H -0.513 -3.733 1.967 0.4295
C 4.859 0.843 1.197 -1.3616
C 5.526 -0.306 0.811 -0.4629
C 4.797 -1.378 0.324 -1.2601
C 3.415 -1.274 0.241 1.1597
N 2.775 -0.156 0.604 0.4114
C 3.482 0.878 1.068 -0.1694
C 2.560 -2.387 -0.262 0.3082
C 3.042 -3.678 -0.423 -1.1038
C 2.186 -4.659 -0.897 -0.5652
C 0.874 -4.329 -1.182 -1.1659
C 0.462 -3.023 -0.975 -0.4391
N 1.287 -2.074 -0.533 0.7752
H 5.386 1.706 1.577 0.4673
H 6.604 -0.368 0.881 0.4404
H 5.302 -2.275 -0.002 0.3580
H 2.920 1.772 1.317 0.5979
H 4.062 -3.922 -0.168 0.3785
H 2.543 -5.672 -1.032 0.4281
H 0.172 -5.061 -1.554 0.5224
H -0.562 -2.723 -1.160 0.6319
Se 0.552 1.044 2.946 -0.1391
```

For the relative energy (zero: lowest compared OMol25 entry of this formula, charge and spin), the calculation gives 67.0 kJ/mol. The calculation puts the HOMO-LUMO gap at 7.25 eV. The spin multiplicity is 1. The energy is -4676.2771 hartree.

6.
Formula: C26H27BCaFN7OS4
Source: OMol25
Level of theory: wB97M-V/def2-TZVPD

XYZ file:
```
68
Properties=species:S:1:pos:R:3:mulliken_charge:R:1
Ca -0.939 0.380 0.348 0.6970
C -0.411 -2.158 -4.444 -1.0083
N -0.709 -2.941 -3.271 0.2538
C -1.954 -3.466 -2.961 -0.5749
C -1.800 -4.172 -1.826 -0.5578
N -0.481 -4.100 -1.428 0.2824
B 0.089 -4.868 -0.205 -0.1058
N 0.380 -3.975 1.060 0.4499
C 1.553 -4.123 1.766 -0.8190
C 1.500 -3.370 2.882 -0.3898
N 0.276 -2.740 2.864 0.4521
C -0.232 -1.865 3.888 -1.0103
C -0.407 -3.106 1.738 -0.3263
S -1.983 -2.574 1.418 -0.3505
C 0.190 -3.318 -2.306 0.0653
S 1.824 -2.896 -2.307 -0.5455
H -0.624 -2.739 -5.346 0.3288
H 0.648 -1.913 -4.417 0.2887
H -0.996 -1.242 -4.453 0.3190
H -2.821 -3.281 -3.571 0.4703
H -2.520 -4.721 -1.249 0.4360
H -0.725 -5.713 0.103 -0.2060
H 1.147 -5.355 -0.508 -0.2004
H 2.337 -4.762 1.400 0.4636
H 2.220 -3.196 3.661 0.5048
H 0.604 -1.457 4.452 0.3231
H -0.909 -2.405 4.555 0.3327
H -0.789 -1.053 3.429 0.3052
S -1.688 2.894 1.388 -0.3646
C -3.428 2.936 1.402 0.5825
C -3.965 3.985 2.207 -0.1839
N -4.369 4.824 2.888 -0.6211
C -4.310 2.104 0.764 0.4584
S -3.967 0.685 -0.193 -0.4169
C -5.703 2.379 0.886 -0.0968
N -6.839 2.573 0.946 -0.5998
O -1.654 1.324 -2.039 -0.3954
C -1.490 2.708 -2.278 -0.3214
C -0.424 2.893 -3.346 -0.8677
C 0.893 2.216 -2.926 -0.8065
C 1.428 2.826 -1.665 0.4483
C 2.091 4.054 -1.669 -0.7231
C 2.457 4.618 -0.460 -0.5033
C 2.172 3.934 0.713 -1.1228
C 1.544 2.702 0.622 0.8258
N 1.176 2.165 -0.538 0.6774
H -2.494 1.200 -1.502 -0.0685
H -1.172 3.205 -1.356 0.2503
H -2.429 3.174 -2.600 0.4105
H -0.282 3.967 -3.494 0.3523
H -0.756 2.447 -4.288 0.4092
H 1.619 2.291 -3.739 0.4513
H 0.698 1.162 -2.728 0.1139
H 2.310 4.546 -2.609 0.4536
H 2.960 5.578 -0.433 0.3778
H 2.428 4.353 1.677 0.4902
H 1.315 2.112 1.504 -0.6324
F 4.559 0.029 3.890 -0.4128
C 3.420 0.078 3.127 0.6553
C 3.392 -0.581 1.918 -0.6808
C 2.224 -0.527 1.159 -0.2310
C 1.072 0.167 1.567 -0.1456
C 1.184 0.820 2.807 -0.0360
C 2.336 0.788 3.595 -0.8731
H 4.265 -1.132 1.584 0.3879
H 2.224 -1.055 0.208 0.2136
H 0.336 1.384 3.193 0.3093
H 2.397 1.301 4.549 0.3578
```

For the relative energy (zero: lowest compared OMol25 entry of this formula, charge and spin), the calculation gives 60.8 kJ/mol. The calculation puts the HOMO-LUMO gap at 6.35 eV. The spin multiplicity is 1. The net charge is -2. The energy is -3860.8034 hartree.

Question: The lowest energy belongs to which entry?
Answer: C26H27AsMnN8O8S3

Question: What is the formula in the third record?
Answer: C26H26NO2

Question: Which formula does entry 4 have?
Answer: C26H27AsMnN8O8S3

Question: Look up the energy of the sixth one.
Answer: -3860.8034 hartree